No. 1
This record from the OMol25 dataset describes C35H32N2O4PPdSSi as an isolated structure. The level of theory is ωB97M-V with the def2-TZVPD basis set.

Last column: Mulliken charge in e.
Positions of all 77 atoms, in Å:
Pd -1.053 -0.891 0.559  0.747
S -3.755 0.004 -0.407  1.325
P -0.779 1.535 -0.388  1.675
Si -0.937 -3.064 0.474  0.950
O -5.112 -0.408 -0.668  -0.780
O 1.371 -0.778 0.494  0.035
O -3.443 0.299 0.979  -0.687
O -2.717 -0.898 -1.007  -0.599
N 0.441 -0.097 4.583  -0.042
N -0.490 -0.788 2.730  1.052
C -0.921 -0.057 4.799  -0.881
C 0.591 5.286 1.910  -0.517
C 3.644 -1.024 1.010  -0.753
C -2.638 -3.793 0.194  -1.330
C 4.659 -1.099 1.928  -0.385
C -0.625 3.222 1.738  -0.908
C -4.576 2.053 -2.003  -0.571
C 1.400 -3.912 -0.978  -0.175
C -0.357 -2.972 -2.304  -0.307
C -4.434 3.221 -2.737  -0.551
C 2.629 1.053 -2.603  -0.946
C 3.088 -0.846 3.702  -0.966
C 2.171 -4.090 -2.120  -0.646
C 1.071 5.108 0.619  -0.870
C 0.120 -3.362 -1.048  0.580
C -3.498 1.536 -1.296  0.215
C 1.746 1.408 -1.596  -0.659
C 0.671 -0.547 3.317  0.135
C -0.168 3.048 0.432  0.404
C -0.124 -3.839 1.973  -1.195
C -3.210 3.870 -2.772  -0.815
C 2.153 0.514 -3.791  -0.619
C 0.693 3.994 -0.116  0.001
C 1.674 -3.708 -3.357  -0.419
C 2.269 -0.847 1.385  -0.023
C -0.097 0.705 -2.965  -0.904
C 0.408 -3.145 -3.449  -0.594
C 2.024 -0.750 2.798  0.395
C 0.789 0.333 -3.965  -0.602
C -1.479 -0.489 3.642  -1.091
C -0.257 4.343 2.470  -0.617
C -2.138 3.346 -2.065  -0.370
C -2.257 2.180 -1.315  -0.243
C 4.398 -1.012 3.303  -0.963
C 0.373 1.257 -1.774  1.018
H -1.350 0.284 5.724  0.441
H -1.270 2.468 2.177  0.285
H -0.036 -4.924 1.850  0.471
H -2.519 -0.569 3.369  0.410
H -1.332 -2.501 -2.382  0.131
H 5.679 -1.241 1.582  0.400
H -1.185 3.858 -2.104  0.339
H -5.279 3.620 -3.284  0.369
H -2.549 -4.886 0.185  0.349
H -0.721 -3.636 2.864  0.221
H 2.889 -0.821 4.770  0.336
H -3.337 -3.503 0.981  0.292
H 5.193 -1.090 4.033  0.349
H 1.153 0.195 5.225  0.199
H 2.844 0.219 -4.571  0.377
H 1.747 5.835 0.184  0.402
H -0.625 4.468 3.481  0.421
H 0.408 -0.108 -4.878  0.403
H 1.087 3.850 -1.116  0.441
H -3.061 -3.463 -0.754  0.285
H 1.817 -4.190 -0.016  0.263
H 3.166 -4.513 -2.042  0.377
H 3.694 1.171 -2.445  0.405
H 2.276 -3.838 -4.249  0.350
H 3.836 -1.109 -0.054  0.413
H -3.084 4.779 -3.347  0.412
H 2.133 1.776 -0.654  0.559
H 0.870 -3.421 2.146  0.208
H 0.022 -2.827 -4.410  0.386
H -5.517 1.521 -1.967  0.560
H -1.159 0.538 -3.099  0.274
H 0.891 6.156 2.483  0.367

- Energy relative to the best compared isomer or geometry (same formula, charge and spin): 0.00 kcal per mole
- Charge: -1
- Frontier orbital gap: 6.76 eV



No. 2
This record from the OMol25 dataset describes C25H43NP2Pd as an isolated structure in a non-equilibrium geometry. The level of theory is ωB97M-V with the def2-TZVPD basis set.

Last column: Mulliken charge in e.
Positions of all 72 atoms, in Å:
Pd -0.144 -0.255 -2.929  -0.263
P -1.991 0.893 0.379  1.140
P 1.474 1.318 0.771  0.930
N -1.099 1.509 3.095  -0.554
C -0.688 -1.265 4.069  0.156
C -1.625 -0.662 -4.208  -0.641
C -1.866 -0.831 4.844  -1.447
C 1.388 0.852 -3.839  -0.128
C -0.719 1.593 -5.091  -1.151
C -1.078 2.093 -0.626  0.204
C 2.972 -1.211 3.282  -1.544
C 1.248 -3.198 1.535  -1.724
C 0.604 -1.141 -5.406  -1.036
C 0.400 2.462 -0.269  -1.363
C 0.721 1.962 -4.622  -0.764
C -1.828 -2.915 2.507  -1.649
C -1.459 0.747 -4.112  -0.301
C -0.644 -2.187 3.012  0.956
C 0.645 -0.754 4.269  0.860
C 0.992 0.263 5.274  -1.519
C 1.509 -1.402 3.359  0.438
C -3.733 1.091 0.117  -1.476
C -1.512 -0.800 -0.006  1.155
C 2.977 1.339 -0.335  -1.445
C -0.909 -1.514 -5.215  -0.821
C -1.476 1.242 2.011  -0.028
C 1.320 -0.529 -4.204  -0.245
C 1.980 2.401 2.160  -1.312
C 0.710 -2.283 2.567  0.993
H 0.710 -0.552 -6.309  0.384
H -2.239 -3.599 3.257  0.448
H 2.074 0.441 5.290  0.409
H -1.429 -1.493 -6.173  0.333
H -4.201 0.107 0.227  0.436
H 0.963 2.661 -1.200  0.371
H -1.263 2.534 -5.170  0.445
H -3.996 1.511 -0.862  0.446
H -1.611 -3.490 1.606  0.333
H 2.840 0.595 -1.146  0.180
H -1.662 3.010 -0.446  0.549
H 0.389 3.395 0.320  0.480
H 1.096 -2.121 -5.542  0.338
H 0.483 1.219 5.059  0.273
H -2.129 0.218 4.634  0.279
H -1.058 -0.793 -1.027  -0.717
H 2.134 1.187 -3.099  0.385
H -2.392 -1.496 0.007  0.556
H 3.378 -1.554 2.332  0.346
H 2.032 -1.192 -3.698  0.539
H 3.154 2.321 -0.788  0.470
H 0.676 -0.058 6.282  0.398
H 0.488 -3.434 0.775  0.341
H 0.661 2.855 -3.979  0.372
H -2.415 -1.091 -3.577  0.527
H -2.741 -1.450 4.606  0.420
H -0.713 -1.192 0.653  -0.813
H 2.081 -2.713 1.005  0.388
H 3.480 -1.765 4.080  0.401
H -4.090 1.752 0.913  0.489
H 1.635 -4.144 1.974  0.391
H 3.865 1.070 0.238  0.510
H -2.130 1.283 -3.443  1.034
H 3.263 -0.164 3.369  0.383
H -0.650 1.141 -6.083  0.332
H -1.667 -0.904 5.924  0.401
H -2.631 -2.215 2.244  0.393
H 1.085 2.776 2.664  0.382
H 2.612 3.231 1.826  0.468
H -1.184 1.810 -1.693  -0.536
H 2.545 1.800 2.881  0.262
H 1.337 2.220 -5.502  0.367
H -0.958 -2.534 -4.817  0.384

- Multiplicity: 5
- Expectation value of S²: 6.014
- Charge: +2
- Frontier orbital gap (alpha / beta): 3.90 / 6.13 eV



No. 3
This record from the OMol25 dataset describes C19H30Cl2N3O3Sn as an isolated structure in a non-equilibrium geometry. The level of theory is ωB97M-V with the def2-TZVPD basis set.

Last column: Mulliken charge in e.
Positions of all 58 atoms, in Å:
Sn 0.927 -0.604 0.813  0.840
Cl -0.502 -0.499 2.714  -0.530
Cl 2.128 -2.694 1.113  -0.492
O 0.928 1.773 1.086  -0.570
O -0.684 0.509 -0.476  -0.223
O 2.430 -0.020 -0.655  -0.745
N -1.049 2.872 1.455  0.456
N 2.635 0.014 2.348  -0.423
N 3.196 1.002 -2.529  0.361
C -0.085 2.392 0.654  -0.190
C -2.346 3.264 0.909  -1.020
C -0.923 -2.852 0.055  -0.102
C -5.462 -0.675 -0.012  -0.383
C 4.391 0.154 -2.593  -1.025
C -3.686 -1.104 -1.619  -0.285
C -4.511 -0.206 0.899  -1.049
C 2.325 0.896 -1.536  0.891
C -1.266 -0.551 -1.098  -0.386
C -2.739 -0.642 -0.697  -0.272
C -0.816 3.130 2.870  -1.009
C 0.602 -2.294 -1.889  -1.538
C 3.367 -0.109 3.250  0.596
C 3.060 2.032 -3.554  -0.931
C 4.306 -0.263 4.331  -1.110
C -5.043 -1.133 -1.272  -0.556
C -0.589 -4.298 0.068  -1.696
C -0.352 -1.907 -0.762  1.216
C -3.157 -0.216 0.558  0.407
H 0.227 2.933 3.115  0.239
H 2.116 2.555 -3.384  0.290
H 0.416 -3.297 -2.317  0.452
H -3.344 -1.435 -2.603  0.359
H 5.328 -0.070 3.977  0.283
H -1.212 -0.464 -2.206  0.177
H -2.491 4.355 0.996  0.342
H -1.796 -2.592 0.667  0.323
H -1.426 -4.877 -0.366  0.352
H 4.248 -0.721 -1.956  0.289
H 5.272 0.724 -2.264  0.306
H 0.321 -4.579 -0.488  0.335
H -4.811 0.152 1.885  0.402
H -3.163 2.764 1.456  0.295
H -2.383 2.971 -0.149  0.312
H -0.467 -4.657 1.099  0.305
H -5.776 -1.518 -1.989  0.335
H 4.295 -1.297 4.705  0.283
H 1.503 1.627 -1.511  -0.364
H 3.060 1.573 -4.550  0.307
H 0.555 -1.588 -2.730  0.316
H 3.893 2.746 -3.507  0.316
H -0.232 2.634 -0.416  0.424
H -1.062 4.177 3.078  0.361
H -6.521 -0.689 0.262  0.340
H -2.402 0.116 1.266  0.206
H 4.547 -0.142 -3.638  0.336
H 1.623 -2.293 -1.482  0.252
H -1.465 2.490 3.476  0.301
H 4.063 0.429 5.145  0.295

- Charge: -1
- Frontier orbital gap (alpha / beta): 3.43 / 3.43 eV



No. 4
This record from the OMol25 dataset describes C3H6N4O as an isolated structure in a non-equilibrium geometry. The level of theory is ωB97M-V with the def2-TZVPD basis set.

Last column: Mulliken charge in e.
Positions of all 14 atoms, in Å:
O -0.587 0.962 0.352  -0.389
N 0.753 -0.874 0.469  -0.489
N -0.317 0.018 2.370  -0.389
N -1.536 -0.252 -1.560  -0.400
N 1.850 0.497 -2.948  -0.529
C 1.359 0.133 -1.973  0.268
C -0.028 -0.004 1.047  0.672
C -0.983 0.759 -1.125  -0.195
H -0.801 0.822 2.731  0.244
H -0.977 1.746 -1.555  0.379
H 1.136 -1.610 1.045  0.131
H 1.231 -0.508 -0.733  0.148
H -1.309 -1.145 -1.138  0.343
H 0.208 -0.544 3.019  0.206

- Energy relative to the best compared isomer or geometry (same formula, charge and spin): 66.67 kcal per mole
- Frontier orbital gap: 10.34 eV



No. 5
This record from the OMol25 dataset describes a 2-piece molecular cluster, C2H11N3P overall in a non-equilibrium geometry. The level of theory is ωB97M-V with the def2-TZVPD basis set.

Last column: Mulliken charge in e.
Positions of all 17 atoms, in Å:
P 1.577 1.398 1.077  0.192
N -2.095 0.368 -0.448  -0.511
N 1.156 -1.323 -0.904  -0.417
N -0.260 -1.161 0.927  -0.341
C 0.032 -0.887 -0.333  -0.065
C -0.951 -0.117 -1.103  -0.190
H -0.269 0.679 -1.445  0.290
H 0.410 -1.716 1.555  0.236
H 1.240 1.162 2.419  0.134
H 1.297 -1.055 -1.778  0.148
H 0.688 2.330 0.967  0.095
H -1.143 -0.566 -2.166  0.361
H -2.914 -0.017 -0.781  0.191
H 1.862 -1.864 -0.379  0.234
H -1.188 -0.764 1.274  0.296
H -2.090 1.383 -0.278  0.207
H 2.649 2.150 1.397  0.139

- Energy relative to the best compared isomer or geometry (same formula, charge and spin): 61.90 kcal per mole
- Multiplicity: 3
- Expectation value of S²: 2.004
- Charge: +1
- Frontier orbital gap (alpha / beta): 4.85 / 5.29 eV



No. 6
This record from the OMol25 dataset describes an isolated ion of composition C12H23BrN5O and charge +1 in a non-equilibrium geometry. The level of theory is ωB97M-V with the def2-TZVPD basis set.

Last column: Mulliken charge in e.
Positions of all 42 atoms, in Å:
Br 4.973 -0.489 2.288  -0.145
O 1.490 1.180 1.570  -0.438
N -3.655 1.686 1.293  -0.539
N -0.767 -1.962 -0.633  0.049
N 1.284 -2.664 -0.326  -0.394
N 0.056 -0.884 -0.708  0.025
N 2.394 -0.584 -0.465  0.147
C 3.673 -1.246 -0.166  -1.429
C 3.788 -1.677 1.302  0.306
C 2.434 1.594 0.662  0.673
C -4.311 1.276 0.047  -0.788
C 0.013 -2.995 -0.418  -0.137
C 1.371 2.582 0.945  -0.657
C 2.354 0.852 -0.688  -1.506
C -2.812 -0.762 0.083  -0.854
C 4.262 -3.116 1.468  -1.437
C -2.224 -1.904 -0.767  -0.632
C -3.411 0.361 -0.767  -0.412
C 1.312 -1.341 -0.502  0.592
H 4.441 -0.508 -0.368  0.576
H -0.304 0.044 -0.840  0.165
H 5.335 -3.172 1.305  0.392
H 0.413 2.517 0.455  0.194
H 3.727 -3.768 0.785  0.361
H -2.488 -1.795 -1.814  0.371
H -4.136 2.492 1.668  0.245
H -2.619 0.945 -1.239  0.234
H 3.427 1.851 1.028  0.369
H -5.289 0.814 0.200  0.330
H -4.481 2.184 -0.527  0.436
H -3.718 0.963 1.998  0.209
H 2.831 -1.578 1.803  0.380
H 4.090 -3.422 2.495  0.410
H 1.418 1.153 -1.142  0.531
H -3.566 -1.164 0.755  0.546
H 1.477 3.185 1.832  0.331
H 3.201 1.148 -1.302  0.435
H -4.009 -0.100 -1.554  0.341
H -2.028 -0.337 0.706  0.489
H -0.349 -4.004 -0.330  0.438
H -2.574 -2.848 -0.367  0.268
H 3.783 -2.099 -0.827  0.525

- Charge: +1
- SMILES: C[C@@H](Br)CN(C[C@H]1CO1)c1ncn(CCCCN)[nH+]1
- Frontier orbital gap: 9.75 eV